Record 1
Below is C3H6N2O in the gas phase at a distorted geometry, with properties calculated with ωB97M-V with the def2-TZVPD basis set.

Each atom is followed by the atoms it is bonded to, with distances in Å.
Cartesian coordinates (Å):
1 N -0.25 1.68 -1.01  N2 1.615, H7 1.167, H8 1.158
2 N -0.68 0.19 -0.55  N1 1.615, C3 1.536, C5 1.453
3 C 0.57 -0.69 -0.37  N2 1.536, C4 1.483, H9 1.219, H10 1.169
4 C -0.06 -1.10 0.91  C3 1.483, C5 1.589, H11 1.057, H12 1.130
5 C -0.99 0.18 0.87  N2 1.453, C4 1.589, O6 1.222
6 O -1.55 0.94 1.66  C5 1.222
7 H -0.14 1.65 -2.17  N1 1.167
8 H 0.71 2.11 -0.52  N1 1.158
9 H 0.61 -1.54 -1.25  C3 1.219
10 H 1.64 -0.24 -0.23  C3 1.169
11 H 0.60 -1.00 1.73  C4 1.057
12 H -0.46 -2.16 0.93  C4 1.130

Output
Energy relative to the best compared isomer or geometry (same formula, charge and spin) in kcal per mole: 104.50
DFT total energy in hartree: -302.52657
Structure (SMILES): NN1CCC1=O
F_max in eV Å⁻¹: 6.4
Frontier orbital gap in eV: 10.277
LUMO level in eV: 0.6


Record 2
Below is an isolated ion of composition C15H19O4S and charge -1 at a distorted geometry, with properties calculated with ωB97M-V with the def2-TZVPD basis set.

Each atom is followed by the atoms it is bonded to, with distances in Å.
Cartesian coordinates (Å):
1 C 4.55 -2.47 -1.33  C2 1.502, H21 1.093, H22 1.095, H23 1.092
2 C 3.55 -2.29 -0.22  C1 1.502, O3 1.460, H24 1.097, H25 1.100
3 O 2.27 -1.93 -0.82  C2 1.460, C4 1.352
4 C 1.29 -1.94 0.11  O3 1.352, O5 1.210, C6 1.553
5 O 1.13 -2.75 0.99  C4 1.210
6 C 0.35 -0.71 -0.05  C4 1.553, C7 1.423, S13 1.767, H26 1.108
7 C -0.95 -1.13 0.36  C6 1.423, C8 1.449, H27 1.082
8 C -2.05 -1.34 -0.56  C7 1.449, O9 1.226, O10 1.366
9 O -2.78 -0.46 -1.02  C8 1.226
10 O -2.22 -2.67 -0.82  C8 1.366, C11 1.429
11 C -3.38 -2.96 -1.62  O10 1.429, C12 1.505, H28 1.096, H29 1.094
12 C -3.40 -4.43 -1.94  C11 1.505, H30 1.089, H31 1.090, H32 1.093
13 S 1.13 0.34 1.14  C6 1.767, C14 1.746
14 C 0.47 1.95 1.04  S13 1.746, C15 1.416, C20 1.403
15 C 1.24 3.01 0.51  C14 1.416, C16 1.396, H33 1.087
16 C 0.83 4.33 0.71  C15 1.396, C17 1.401, H34 1.091
17 C -0.33 4.61 1.44  C16 1.401, C18 1.505, C19 1.398
18 C -0.67 6.03 1.79  C17 1.505, H35 1.091, H36 1.095, H37 1.097
19 C -1.17 3.55 1.82  C17 1.398, C20 1.390, H38 1.092
20 C -0.78 2.23 1.61  C14 1.403, C19 1.390, H39 1.089
21 H 5.54 -2.59 -0.89  C1 1.093
22 H 4.32 -3.37 -1.92  C1 1.095
23 H 4.57 -1.60 -2.00  C1 1.092
24 H 3.42 -3.21 0.36  C2 1.097
25 H 3.82 -1.45 0.43  C2 1.100
26 H 0.38 -0.31 -1.08  C6 1.108
27 H -1.08 -1.32 1.42  C7 1.082
28 H -4.27 -2.68 -1.04  C11 1.096
29 H -3.35 -2.37 -2.54  C11 1.094
30 H -4.32 -4.64 -2.48  C12 1.089
31 H -2.56 -4.71 -2.56  C12 1.090
32 H -3.39 -5.04 -1.03  C12 1.093
33 H 2.16 2.77 -0.04  C15 1.087
34 H 1.43 5.16 0.33  C16 1.091
35 H -1.59 6.08 2.37  C18 1.091
36 H 0.13 6.46 2.41  C18 1.095
37 H -0.77 6.67 0.91  C18 1.097
38 H -2.12 3.77 2.31  C19 1.092
39 H -1.41 1.40 1.91  C20 1.089

Output
DFT total energy in hartree: -1282.09089
Charge: -1
Structure (SMILES): CCOC(=O)[C@@H](/C=C(\[O-])OCC)Sc1ccc(C)cc1
F_max in eV Å⁻¹: 2.8
Frontier orbital gap in eV: 4.568
LUMO level in eV: 3.0


Record 3
Below is C20H28N2O5 in the gas phase, with properties calculated with ωB97M-V with the def2-TZVPD basis set.

Each atom is followed by the atoms it is bonded to, with distances in Å.
Cartesian coordinates (Å):
1 C -7.45 -0.89 1.81  C2 1.524, H28 1.087, H29 1.087, H30 1.087
2 C -7.37 -1.05 0.29  C1 1.524, C3 1.528, H31 1.092, H32 1.092
3 C -6.00 -0.67 -0.28  C2 1.528, C4 1.527, H33 1.093, H34 1.092
4 C -5.68 0.81 -0.10  C3 1.527, O5 1.432, H35 1.092, H36 1.093
5 O -4.51 1.18 -0.83  C4 1.432, C6 1.332
6 C -3.33 0.93 -0.25  O5 1.332, O7 1.200, C8 1.526
7 O -3.19 0.42 0.83  C6 1.200
8 C -2.19 1.39 -1.15  C6 1.526, N9 1.430, H37 1.096, H38 1.094
9 N -0.93 0.94 -0.65  C8 1.430, C10 1.378, C27 1.381
10 C -0.01 1.79 -0.06  N9 1.378, O11 1.212, N12 1.379
11 O -0.09 3.00 0.02  C10 1.212
12 N 1.01 1.00 0.42  C10 1.379, C13 1.431, C21 1.381
13 C 2.22 1.54 0.97  N12 1.431, C14 1.525, H39 1.095, H40 1.096
14 C 3.41 1.26 0.06  C13 1.525, O15 1.201, O16 1.330
15 O 3.32 0.88 -1.07  C14 1.201
16 O 4.55 1.50 0.71  C14 1.330, C17 1.431
17 C 5.77 1.24 0.02  O16 1.431, C18 1.528, H41 1.093, H42 1.093
18 C 6.52 0.07 0.67  C17 1.528, C19 1.530, H43 1.092, H44 1.091
19 C 5.72 -1.24 0.69  C18 1.530, C20 1.525, H45 1.093, H46 1.093
20 C 5.39 -1.77 -0.70  C19 1.525, H47 1.087, H48 1.088, H49 1.088
21 C 0.76 -0.32 0.12  N12 1.381, C22 1.380, C27 1.404
22 C 1.47 -1.47 0.36  C21 1.380, C23 1.390, H50 1.079
23 C 0.94 -2.69 -0.06  C22 1.390, C24 1.500, C25 1.393
24 C 1.70 -3.96 0.15  C23 1.500, H51 1.087, H52 1.088, H53 1.090
25 C -0.30 -2.71 -0.71  C23 1.393, C26 1.386, H54 1.080
26 C -1.03 -1.56 -0.96  C25 1.386, C27 1.380, H55 1.079
27 C -0.49 -0.36 -0.54  N9 1.381, C21 1.404, C26 1.380
28 H -8.39 -1.28 2.17  C1 1.087
29 H -7.38 0.15 2.10  C1 1.087
30 H -6.64 -1.44 2.28  C1 1.087
31 H -8.14 -0.43 -0.18  C2 1.092
32 H -7.57 -2.09 0.03  C2 1.092
33 H -5.98 -0.90 -1.35  C3 1.093
34 H -5.22 -1.26 0.21  C3 1.092
35 H -6.48 1.44 -0.52  C4 1.092
36 H -5.53 1.05 0.95  C4 1.093
37 H -2.17 2.48 -1.15  C8 1.096
38 H -2.37 1.03 -2.17  C8 1.094
39 H 2.42 1.13 1.97  C13 1.095
40 H 2.07 2.62 1.06  C13 1.096
41 H 6.37 2.15 0.09  C17 1.093
42 H 5.55 1.03 -1.03  C17 1.093
43 H 6.76 0.35 1.69  C18 1.092
44 H 7.45 -0.08 0.12  C18 1.091
45 H 6.30 -1.98 1.23  C19 1.093
46 H 4.79 -1.08 1.25  C19 1.093
47 H 4.69 -1.12 -1.22  C20 1.087
48 H 4.93 -2.76 -0.62  C20 1.088
49 H 6.30 -1.86 -1.30  C20 1.088
50 H 2.43 -1.44 0.86  C22 1.079
51 H 2.48 -3.83 0.90  C24 1.087
52 H 1.03 -4.76 0.48  C24 1.088
53 H 2.16 -4.28 -0.78  C24 1.090
54 H -0.70 -3.67 -1.02  C25 1.080
55 H -1.98 -1.61 -1.45  C26 1.079

Output
Energy relative to the best compared isomer or geometry (same formula, charge and spin) in kcal per mole: 10.78
DFT total energy in hartree: -1264.70446
Structure (SMILES): CCCCOC(=O)Cn1c(=O)n(CC(=O)OCCCC)c2cc(C)ccc21
F_max in eV Å⁻¹: 0.7
Frontier orbital gap in eV: 8.624
LUMO level in eV: 0.8